An isolated ion of composition C6H12NO and charge -1 in a non-equilibrium geometry, computed with ωB97M-V with the def2-TZVPD basis set.

Results
- 2S+1: 1
- HOMO-LUMO gap: 6.03 eV
- SMILES: CN1CCC[C@H]1C[O-]
- Net charge: -1
- E_HOMO: -2.19 eV

Last columns: bonded neighbours and bond lengths (Å).
Cartesian coordinates (Å):
1 C 0.797 0.308 1.907  N2 1.449, H9 1.100, H10 1.098, H11 1.090
2 N -0.233 -0.025 0.945  C1 1.449, C3 1.469, C6 1.481
3 C -0.157 -1.428 0.518  N2 1.469, C4 1.515, H12 1.095, H13 1.094
4 C 0.693 -1.429 -0.736  C3 1.515, C5 1.529, H14 1.086, H15 1.093
5 C 0.170 -0.188 -1.460  C4 1.529, C6 1.548, H16 1.087, H17 1.089
6 C -0.126 0.783 -0.292  N2 1.481, C5 1.548, C7 1.570, H18 1.095
7 C -1.425 1.583 -0.663  C6 1.570, O8 1.334, H19 1.125, H20 1.124
8 O -1.264 2.301 -1.776  C7 1.334
9 H 1.807 0.160 1.497  C1 1.100
10 H 0.709 -0.325 2.800  C1 1.098
11 H 0.676 1.330 2.266  C1 1.090
12 H 0.241 -2.073 1.308  C3 1.095
13 H -1.190 -1.696 0.278  C3 1.094
14 H 0.629 -2.363 -1.287  C4 1.086
15 H 1.736 -1.240 -0.470  C4 1.093
16 H 0.923 0.248 -2.111  C5 1.087
17 H -0.741 -0.426 -2.008  C5 1.089
18 H 0.670 1.531 -0.220  C6 1.095
19 H -1.712 2.175 0.250  C7 1.125
20 H -2.202 0.775 -0.745  C7 1.124